{
  "formula": "C17H31F3O",
  "method": "wB97M-V/def2-TZVPD",
  "symbols": ["C", "C", "C", "C", "C", "C", "C", "C", "C", "C", "C", "C", "C", "C", "C", "C", "O", "C", "F", "F", "F", "H", "H", "H", "H", "H", "H", "H", "H", "H", "H", "H", "H", "H", "H", "H", "H", "H", "H", "H", "H", "H", "H", "H", "H", "H", "H", "H", "H", "H", "H", "H"],
  "positions_angstrom": [[-2.94758, 5.21452, -2.38435], [-2.02390, 4.43547, -1.45574], [-0.61453, 4.32022, -2.03263], [0.31783, 3.44959, -1.18974], [0.63588, 4.05724, 0.17589], [1.76503, 3.33133, 0.90846], [1.39619, 1.91111, 1.33214], [2.52410, 1.25050, 2.12232], [2.15693, -0.12776, 2.67335], [1.93745, -1.17815, 1.58632], [1.70221, -2.56326, 2.18557], [1.55505, -3.66442, 1.13504], [0.26768, -3.55138, 0.32099], [0.10990, -4.72845, -0.63985], [-1.16943, -4.62052, -1.46819], [-2.40129, -4.89459, -0.66647], [-2.47412, -5.34449, 0.43751], [-3.70434, -4.53434, -1.45215], [-4.81265, -4.85963, -0.79499], [-3.75648, -3.21616, -1.70942], [-3.74027, -5.15842, -2.64225], [-3.02484, 4.71988, -3.35041], [-2.56531, 6.22027, -2.54586], [-3.94509, 5.29117, -1.95777], [-1.98550, 4.93744, -0.48774], [-2.43057, 3.43390, -1.29697], [-0.18365, 5.31940, -2.13333], [-0.68269, 3.88947, -3.03515], [-0.13934, 2.46692, -1.06005], [1.25416, 3.31194, -1.73693], [-0.25735, 4.04554, 0.80281], [0.92895, 5.10054, 0.03343], [2.02902, 3.90594, 1.80017], [2.64901, 3.29765, 0.26669], [0.49455, 1.94233, 1.94859], [1.17740, 1.31636, 0.44549], [2.79120, 1.89930, 2.96047], [3.40632, 1.16010, 1.48386], [2.96315, -0.46575, 3.32956], [1.25268, -0.04409, 3.28075], [2.81506, -1.21152, 0.93601], [1.07838, -0.89377, 0.97896], [2.54674, -2.81173, 2.83298], [0.80604, -2.54005, 2.80956], [2.41461, -3.63777, 0.46095], [1.56143, -4.63249, 1.64106], [-0.58414, -3.52473, 1.00266], [0.27297, -2.62189, -0.25127], [0.96651, -4.76282, -1.31498], [0.08696, -5.65991, -0.07208], [-1.16187, -5.34869, -2.28682], [-1.25845, -3.63133, -1.92647]],
  "nbo_charge": [-0.60, -0.39, -0.39, -0.39, -0.39, -0.38, -0.40, -0.38, -0.38, -0.40, -0.38, -0.38, -0.40, -0.39, -0.52, 0.52, -0.47, 0.88, -0.30, -0.32, -0.32, 0.20, 0.20, 0.21, 0.19, 0.19, 0.19, 0.20, 0.19, 0.20, 0.19, 0.20, 0.20, 0.19, 0.19, 0.20, 0.20, 0.19, 0.20, 0.19, 0.19, 0.19, 0.20, 0.20, 0.19, 0.20, 0.21, 0.19, 0.21, 0.22, 0.25, 0.24],
  "homo_energy_ev": -10.63,
  "orbital_gap_ev": 11.3,
  "e_lumo_ev": 0.67,
  "fmax_ha_per_bohr": 0.0147,
  "smiles": "CCCCCCCCCCCCCCCC(=O)C(F)(F)F"
}